[1]
The following is a DFT calculation (ωB97M-V/def2-TZVPD) of 3 unconnected molecules or ions with the total composition C22H44FN3O5 at a distorted geometry.

Summary:
HOMO energy (spin up / spin down)   -0.3090 / -0.3423 Eh

Structure (ORCA input):
```
! RIJCOSX wB97M-V def2-TZVPD def2/J DEFGRID3
* xyz 0 3
C -2.47945 -0.58101 -2.69373
C -1.16598 -0.77727 -3.41586
F -0.90715 -2.10166 -3.35950
C -0.08283 -0.00194 -2.63462
O 1.05441 -0.87645 -2.43599
C 1.54531 -0.77866 -1.21723
O 1.86552 0.19750 -0.71607
O 1.61721 -1.97568 -0.66347
N 2.40294 -2.00111 0.49990
H -3.26994 -1.14403 -3.15894
H -2.31490 -0.95726 -1.69334
H -2.71230 0.47329 -2.60487
H -1.22545 -0.43854 -4.43749
H 0.27101 0.85073 -3.19991
H -0.48723 0.33527 -1.69867
H 3.35598 -1.76552 0.26242
H 2.01514 -1.37993 1.19504
C 7.21099 -4.92726 5.34889
C 5.76642 -4.44537 5.06415
C 5.21637 -5.14403 3.81725
C 5.78601 -4.60905 2.50427
C 5.65140 -3.08951 2.43583
C 6.25343 -2.38243 3.64988
N 5.74156 -2.95932 4.92483
O 4.55161 -2.53087 5.13451
C 7.79061 -2.47081 3.58594
C 5.94958 -0.88896 3.56925
C 4.94567 -4.89134 6.27149
H 7.79115 -4.15873 5.86005
H 7.21088 -5.80095 5.99972
H 7.74794 -5.22159 4.44741
H 4.12796 -5.03020 3.78991
H 5.41080 -6.21633 3.89081
H 6.83191 -4.90681 2.38783
H 5.24952 -5.05934 1.66683
H 6.12733 -2.72312 1.52290
H 4.58843 -2.83865 2.35111
H 8.24203 -2.05560 4.48817
H 8.16190 -1.89625 2.73695
H 8.16910 -3.48059 3.44966
H 4.88227 -0.68534 3.49608
H 6.42036 -0.46439 2.68273
H 6.33972 -0.36199 4.44156
H 5.28562 -4.39849 7.18411
H 5.05218 -5.96714 6.40709
H 3.88287 -4.69003 6.14745
C -8.05914 3.67878 -2.33018
C -6.57688 3.36466 -2.00783
C -5.93201 4.55520 -1.29245
C -5.61217 5.73200 -2.21213
C -4.80786 5.26877 -3.42471
C -5.47763 4.12016 -4.17926
N -5.84686 3.00465 -3.26016
O -4.79507 2.33718 -2.96177
C -6.71803 4.64874 -4.92506
C -4.54337 3.62458 -5.27957
C -6.61427 2.18237 -1.04266
H -8.39510 3.13786 -3.21499
H -8.71072 3.37242 -1.51265
H -8.24621 4.74118 -2.48434
H -5.00177 4.22961 -0.81556
H -6.58928 4.88846 -0.48637
H -6.53091 6.23276 -2.52987
H -5.03832 6.47835 -1.65916
H -4.65138 6.10860 -4.10488
H -3.81379 4.95699 -3.08797
H -7.26698 3.83164 -5.39529
H -6.41325 5.33775 -5.71304
H -7.40799 5.20414 -4.29512
H -3.57234 3.31848 -4.89343
H -4.36629 4.42281 -5.99976
H -4.98162 2.78039 -5.81478
H -7.04477 1.29862 -1.51693
H -7.22770 2.43640 -0.17895
H -5.62615 1.92323 -0.66549
*
```

***

[2]
The following is a DFT calculation (ωB97M-V/def2-TZVPD) of 2 unconnected molecules or ions with the total composition C22H44IN4O2S.

Summary:
HOMO energy   -0.3748 Eh

Structure (ORCA input):
```
! RIJCOSX wB97M-V def2-TZVPD def2/J DEFGRID3
* xyz 1 1
C 3.84882 -3.01308 2.46252
C 2.34960 -3.12686 2.11009
C 1.61694 -3.82905 3.25101
C 1.83973 -1.70932 1.77641
C 0.32294 -1.52225 1.72458
N -0.21396 -0.31987 2.48765
I 0.28652 -0.50103 4.53491
C -1.71369 -0.31647 2.33946
C -2.48035 -1.16910 3.35107
O -2.55531 -2.35128 3.22561
C 0.34221 0.92650 1.84493
C 0.21811 2.25942 2.58476
C 1.43837 2.69614 3.40502
C 2.80833 2.49244 2.76338
C 3.29585 3.52291 1.74073
C 2.53975 3.72484 0.42435
C 2.31836 2.50910 -0.48494
S 3.58792 1.24176 -0.22390
C 2.99473 0.00939 -1.29186
N 3.34889 -1.23148 -1.26616
N 2.67262 -1.83761 -2.31023
C 1.97486 -0.92565 -2.87495
O 2.11387 0.29409 -2.27372
H 4.29422 -2.15090 1.95902
H 4.40770 -3.88868 2.14310
H 3.98106 -2.84825 3.53304
H 2.30406 -3.72837 1.20085
H 1.79285 -3.28870 4.18236
H 0.54914 -3.97101 3.08928
H 2.06407 -4.81437 3.39081
H 2.31749 -0.97526 2.43269
H 2.22046 -1.47952 0.77726
H -0.23267 -2.38916 2.07661
H 0.00086 -1.33468 0.69894
H -1.94123 -0.72642 1.35511
H -2.07208 0.71026 2.37543
H -2.99586 -0.63349 4.16144
H 1.36673 0.70282 1.55729
H -0.22124 0.99968 0.90956
H -0.02364 3.00524 1.82654
H -0.65682 2.23824 3.24417
H 1.44699 2.19118 4.36955
H 1.31815 3.75792 3.64020
H 2.90692 1.49351 2.33327
H 3.53940 2.52237 3.57460
H 3.35416 4.49391 2.23896
H 4.32847 3.24912 1.50945
H 3.12619 4.45444 -0.13654
H 1.57760 4.20596 0.61013
H 1.33663 2.05179 -0.35161
H 2.35441 2.83093 -1.52473
H 1.31859 -1.01057 -3.72289
C -1.37294 0.68339 -2.78206
C -2.87079 0.80833 -3.02449
N -3.26575 0.34455 -4.33375
C -4.61749 0.73403 -4.70592
C -5.78167 0.16882 -3.88580
C -2.87701 -1.01897 -4.66070
C -3.34446 -2.14281 -3.72777
H -0.80871 1.17075 -3.57826
H -1.10251 1.16419 -1.83937
H -1.05584 -0.35965 -2.72143
H -3.14811 1.86402 -2.95169
H -3.40750 0.29043 -2.20764
H -4.76172 0.47838 -5.75775
H -4.66034 1.82657 -4.66126
H -5.95697 -0.88575 -4.09267
H -6.69828 0.70245 -4.14121
H -5.62490 0.28669 -2.81233
H -1.78536 -1.05424 -4.71758
H -3.21728 -1.22382 -5.67718
H -3.17384 -1.90083 -2.67651
H -2.78578 -3.05444 -3.94624
H -4.40045 -2.37363 -3.85300
*
```

***

[3]
The following is a DFT calculation (ωB97M-V/def2-TZVPD) of a molecular structure, C22H44LuP at a distorted geometry.

Summary:
HOMO energy   -0.5045 Eh

Structure (ORCA input):
```
! RIJCOSX wB97M-V def2-TZVPD def2/J DEFGRID3
* xyz 2 1
C 1.02968 1.79576 -2.41686
H 1.96693 2.00177 -1.87090
H 1.24714 1.51586 -3.45503
H -0.02251 -0.91247 0.75594
C 0.07017 2.95486 -2.34410
H -0.96130 2.60752 -2.55366
H 0.04303 3.36652 -1.32321
C 0.38706 4.10942 -3.32006
H -0.43651 4.83612 -3.34856
H 1.29861 4.62728 -3.00922
H 0.53451 3.72246 -4.33492
C -0.89710 -2.06118 -1.20433
C -1.52772 -1.20886 -2.17130
C -0.54239 -0.83979 -3.13890
C 0.70470 -1.42073 -2.75345
C 0.49819 -2.15224 -1.53594
C 1.52478 -2.94438 -0.81445
C 1.96808 -1.35134 -3.53221
C -0.83831 -0.17534 -4.43408
C -2.99209 -1.06872 -2.37133
C -1.62238 -2.80378 -0.14198
Lu 0.17230 0.19189 -0.99900
H 2.84008 -1.55063 -2.90106
H 1.96984 -2.10063 -4.33777
H 2.09306 -0.37187 -4.00795
H 2.53947 -2.62937 -1.09307
H 1.41531 -2.86381 0.27658
H 1.43948 -4.01286 -1.06577
H -2.50894 -2.24728 0.19783
H -1.98339 -3.78181 -0.50392
H -0.98703 -3.00791 0.73044
H -3.22658 -0.15816 -2.93529
H -3.40147 -1.91971 -2.94372
H -3.53970 -1.02935 -1.42325
H -0.04880 0.51877 -4.73950
H -0.94021 -0.92024 -5.24037
H -1.77920 0.38351 -4.38828
C 1.28567 -2.05424 3.39289
C -0.06766 -1.36337 3.20913
C -0.72717 -0.93028 4.52264
P 0.02290 -0.02989 1.98529
C -1.56853 0.84996 1.83226
C -1.72344 1.97874 2.85162
C -1.80809 1.29433 0.37308
C 1.42690 1.09188 2.32602
C 1.50557 1.54037 3.79944
C 2.78508 0.53394 1.85535
H 2.03772 -1.41663 3.87981
H 1.70085 -2.41708 2.44188
H 1.14275 -2.93763 4.03132
H -0.74742 -2.09128 2.73634
H -0.18892 -0.12088 5.03419
H -1.76725 -0.61785 4.37159
H -0.74579 -1.79123 5.20257
H -2.29195 0.05828 2.08307
H -0.98462 2.77654 2.71238
H -2.71929 2.42083 2.72002
H -1.66676 1.61327 3.88493
H -2.00525 0.41691 -0.28703
H -2.71825 1.91154 0.29667
H -0.97837 1.93282 -0.03192
H 1.19667 1.99715 1.73380
H 1.82839 0.72432 4.46166
H 2.26024 2.33590 3.87255
H 0.56625 1.96481 4.17939
H 2.72318 -0.22312 1.05144
H 3.39816 1.36620 1.47956
H 3.34168 0.08640 2.69075
*
```

***

What did the third record say?
The following is a DFT calculation (ωB97M-V/def2-TZVPD) of a molecular structure, C22H44LuP at a distorted geometry.

Summary:
HOMO energy   -0.5045 Eh

Structure (ORCA input):
```
! RIJCOSX wB97M-V def2-TZVPD def2/J DEFGRID3
* xyz 2 1
C 1.02968 1.79576 -2.41686
H 1.96693 2.00177 -1.87090
H 1.24714 1.51586 -3.45503
H -0.02251 -0.91247 0.75594
C 0.07017 2.95486 -2.34410
H -0.96130 2.60752 -2.55366
H 0.04303 3.36652 -1.32321
C 0.38706 4.10942 -3.32006
H -0.43651 4.83612 -3.34856
H 1.29861 4.62728 -3.00922
H 0.53451 3.72246 -4.33492
C -0.89710 -2.06118 -1.20433
C -1.52772 -1.20886 -2.17130
C -0.54239 -0.83979 -3.13890
C 0.70470 -1.42073 -2.75345
C 0.49819 -2.15224 -1.53594
C 1.52478 -2.94438 -0.81445
C 1.96808 -1.35134 -3.53221
C -0.83831 -0.17534 -4.43408
C -2.99209 -1.06872 -2.37133
C -1.62238 -2.80378 -0.14198
Lu 0.17230 0.19189 -0.99900
H 2.84008 -1.55063 -2.90106
H 1.96984 -2.10063 -4.33777
H 2.09306 -0.37187 -4.00795
H 2.53947 -2.62937 -1.09307
H 1.41531 -2.86381 0.27658
H 1.43948 -4.01286 -1.06577
H -2.50894 -2.24728 0.19783
H -1.98339 -3.78181 -0.50392
H -0.98703 -3.00791 0.73044
H -3.22658 -0.15816 -2.93529
H -3.40147 -1.91971 -2.94372
H -3.53970 -1.02935 -1.42325
H -0.04880 0.51877 -4.73950
H -0.94021 -0.92024 -5.24037
H -1.77920 0.38351 -4.38828
C 1.28567 -2.05424 3.39289
C -0.06766 -1.36337 3.20913
C -0.72717 -0.93028 4.52264
P 0.02290 -0.02989 1.98529
C -1.56853 0.84996 1.83226
C -1.72344 1.97874 2.85162
C -1.80809 1.29433 0.37308
C 1.42690 1.09188 2.32602
C 1.50557 1.54037 3.79944
C 2.78508 0.53394 1.85535
H 2.03772 -1.41663 3.87981
H 1.70085 -2.41708 2.44188
H 1.14275 -2.93763 4.03132
H -0.74742 -2.09128 2.73634
H -0.18892 -0.12088 5.03419
H -1.76725 -0.61785 4.37159
H -0.74579 -1.79123 5.20257
H -2.29195 0.05828 2.08307
H -0.98462 2.77654 2.71238
H -2.71929 2.42083 2.72002
H -1.66676 1.61327 3.88493
H -2.00525 0.41691 -0.28703
H -2.71825 1.91154 0.29667
H -0.97837 1.93282 -0.03192
H 1.19667 1.99715 1.73380
H 1.82839 0.72432 4.46166
H 2.26024 2.33590 3.87255
H 0.56625 1.96481 4.17939
H 2.72318 -0.22312 1.05144
H 3.39816 1.36620 1.47956
H 3.34168 0.08640 2.69075
*
```